{
  "formula": "C27H23F2N7O4PSn",
  "method": "the ωB97M-V functional and the def2-TZVPD basis",
  "charge": 1,
  "lumo_energy_ev": -3.1,
  "orbital_gap_ev": 7.3771,
  "largest_force_ev_per_a": 1.46,
  "e_tot_ha": -2482.1668,
  "species": ["Sn", "N", "N", "C", "O", "O", "H", "H", "H", "N", "C", "N", "C", "N", "C", "C", "N", "C", "C", "N", "H", "H", "H", "H", "H", "O", "C", "O", "C", "C", "C", "C", "C", "C", "P", "C", "C", "C", "C", "C", "C", "C", "C", "C", "C", "C", "C", "H", "H", "H", "H", "H", "H", "H", "H", "H", "H", "H", "H", "H", "H", "F", "C", "F", "H"],
  "positions_angstrom": [[0.764, -2.113, 0.224], [2.690, -0.928, 1.468], [2.302, 0.262, 2.107], [1.103, 0.902, 1.896], [0.791, 1.817, 2.618], [0.374, 0.426, 0.910], [3.027, -1.595, 2.165], [3.454, -0.749, 0.809], [2.884, 0.640, 2.846], [-2.414, -5.503, -0.115], [-1.586, -4.722, -0.820], [-1.061, -3.821, -0.019], [-1.603, -4.103, 1.199], [-2.436, -5.118, 1.154], [-1.269, -3.365, 2.390], [-1.786, -3.720, 3.641], [-1.467, -3.060, 4.733], [-0.638, -2.040, 4.603], [-0.105, -1.679, 3.372], [-0.418, -2.342, 2.267], [-2.967, -6.299, -0.404], [-1.391, -4.814, -1.870], [-2.450, -4.566, 3.738], [-0.376, -1.507, 5.504], [0.563, -0.841, 3.280], [3.882, 0.455, -1.788], [2.838, 1.034, -1.784], [1.919, 0.743, -0.787], [2.292, 2.036, -2.692], [2.954, 2.625, -3.762], [2.263, 3.548, -4.528], [0.946, 3.870, -4.219], [0.296, 3.284, -3.141], [0.967, 2.348, -2.373], [0.451, 1.454, -0.826], [-0.888, 0.375, -1.428], [-0.972, 0.138, -2.795], [-2.008, -0.628, -3.306], [-2.972, -1.153, -2.460], [-2.896, -0.917, -1.095], [-1.858, -0.158, -0.580], [-0.043, 2.903, 0.153], [-1.406, 3.062, 0.365], [-1.857, 4.118, 1.135], [-0.950, 5.011, 1.682], [0.408, 4.854, 1.456], [0.871, 3.802, 0.685], [3.984, 2.370, -3.960], [2.748, 4.025, -5.366], [0.420, 4.595, -4.823], [-0.724, 3.553, -2.908], [-0.235, 0.552, -3.469], [-2.063, -0.815, -4.368], [-3.781, -1.741, -2.872], [-3.669, -1.289, -0.435], [-1.806, 0.031, 0.481], [-2.107, 2.361, -0.065], [-2.915, 4.236, 1.310], [-1.304, 5.830, 2.290], [1.112, 5.546, 1.893], [1.933, 3.674, 0.518], [1.154, -5.065, 1.363], [1.941, -3.941, 1.289], [2.184, -3.604, 2.614], [2.913, -4.284, 0.899]],
  "atomic_forces_ev_per_a": [[0.8905, -0.7286, -0.2204], [0.1984, -0.0163, 0.0971], [0.6124, -0.1210, 0.2632], [-0.0279, -0.0927, 0.1293], [-0.0416, 0.2081, 0.4726], [-0.3308, -0.1565, -0.2214], [-0.2012, 0.1335, -0.1051], [-0.3072, 0.0417, 0.0534], [-0.1087, -0.1017, -0.1866], [0.1734, 0.1208, -0.3587], [0.0834, 0.1242, 0.0258], [-0.0022, -0.0170, 0.2947], [-0.3881, -0.7366, -1.2038], [-0.2535, -0.0292, 1.0819], [-0.0573, 0.0516, 0.8469], [0.0896, -0.0695, -0.5712], [-0.1107, -0.0359, 0.3559], [0.2108, 0.1570, -0.1612], [-0.0480, 0.2392, 0.3754], [-0.0925, -0.2136, -0.2711], [0.1026, 0.1488, -0.0480], [-0.0064, -0.1122, -0.1959], [-0.0874, -0.0576, -0.0819], [0.0694, 0.1463, 0.0109], [0.0931, -0.0017, 0.1038], [-0.1893, 0.2053, 0.0214], [0.5225, -0.3497, -0.0157], [0.3893, 0.0125, 0.2402], [-0.6348, 0.3616, -0.2259], [-0.0445, -0.0770, 0.1886], [0.0980, -0.0773, 0.0471], [-0.1023, -0.0301, 0.0871], [-0.0891, -0.0358, 0.0542], [0.4709, -0.1973, 0.1475], [-0.3075, 0.3183, -0.2230], [0.1321, 0.5374, 0.1044], [0.0506, 0.0337, -0.0341], [0.0206, -0.1760, -0.0436], [0.0438, -0.0358, -0.0612], [-0.0099, 0.1480, 0.0150], [-0.1961, -0.0379, 0.0755], [-0.0438, -0.4092, -0.4226], [0.0419, -0.0625, 0.0022], [-0.0583, 0.0916, -0.0093], [0.0021, -0.0250, 0.0241], [0.0571, -0.0051, -0.0742], [-0.0214, 0.0129, -0.2319], [0.0853, -0.0309, -0.0850], [0.0438, 0.0349, -0.0566], [-0.0304, 0.0556, -0.0436], [-0.1232, 0.0764, 0.0102], [-0.0290, -0.0262, -0.0289], [0.0050, 0.0192, -0.0627], [-0.0477, 0.0091, 0.0180], [0.0380, -0.0609, 0.0391], [0.0090, 0.0330, 0.0856], [-0.1012, 0.0303, 0.0555], [-0.0769, 0.0479, 0.0084], [-0.0126, 0.0619, 0.0479], [0.0627, 0.0603, 0.0206], [0.0600, 0.0072, 0.0102], [-0.2489, -0.3378, -0.0658], [-0.2313, 0.5451, -0.4544], [0.2016, 0.2101, 0.4381], [-0.1964, 0.1810, -0.0883]],
  "lowdin_charge": [1.34, -0.01, 0.01, -0.72, 0.10, -0.30, 0.09, 0.11, 0.16, 0.06, -0.11, 0.02, -0.33, 0.15, -0.19, -0.03, 0.12, -0.06, -0.06, 0.03, 0.17, 0.14, 0.13, 0.12, 0.10, 0.17, -0.42, -0.17, -0.14, 0.02, -0.04, -0.04, -0.05, -0.20, 1.01, -0.29, -0.06, -0.05, -0.06, -0.07, -0.13, -0.28, -0.07, -0.06, -0.06, -0.06, -0.07, 0.13, 0.11, 0.11, 0.12, 0.11, 0.11, 0.11, 0.11, 0.11, 0.10, 0.11, 0.11, 0.11, 0.12, -0.06, -0.45, -0.09, 0.09]
}

{
  "formula": "C27H23F32I2N2O4",
  "method": "the ωB97M-V functional and the def2-TZVPD basis",
  "charge": 1,
  "lumo_energy_ev": -4.9,
  "orbital_gap_ev": 7.6792,
  "largest_force_ev_per_a": 1.40,
  "e_tot_ha": -5243.9567,
  "species": ["C", "C", "I", "C", "I", "C", "C", "C", "C", "N", "N", "H", "H", "H", "H", "H", "H", "H", "C", "C", "C", "F", "F", "F", "F", "O", "C", "C", "F", "F", "F", "F", "H", "H", "H", "H", "C", "C", "C", "F", "F", "F", "F", "O", "C", "C", "F", "F", "F", "F", "H", "H", "H", "H", "C", "C", "C", "F", "F", "F", "F", "O", "C", "C", "F", "F", "F", "F", "H", "H", "H", "H", "C", "C", "C", "F", "F", "F", "F", "O", "C", "C", "F", "F", "F", "F", "H", "H", "H", "H"],
  "positions_angstrom": [[-5.047, 1.026, 1.783], [-6.507, 1.338, 1.918], [-6.970, 3.320, 2.579], [-7.507, 0.483, 1.676], [-7.156, -1.505, 0.966], [-8.944, 0.792, 1.852], [-9.515, 1.123, 3.105], [-10.869, 1.343, 3.097], [-11.630, 1.278, 1.902], [-11.063, 0.965, 0.761], [-9.773, 0.730, 0.818], [-4.462, 1.887, 1.421], [-4.836, 0.192, 1.105], [-4.649, 0.747, 2.772], [-8.911, 1.181, 4.004], [-11.392, 1.586, 4.022], [-12.701, 1.470, 1.891], [-9.346, 0.456, -0.072], [1.072, 0.361, 0.424], [1.935, 0.658, 1.667], [1.465, 0.085, 3.008], [0.268, 0.581, 3.385], [2.353, 0.421, 3.974], [2.128, 1.995, 1.768], [3.155, 0.107, 1.424], [0.173, 1.385, -0.010], [-1.083, 1.430, 0.557], [-1.339, 2.745, 1.294], [-0.465, 2.932, 2.294], [-2.588, 2.722, 1.843], [-1.288, 0.350, 1.335], [-1.980, 1.347, -0.461], [1.779, 0.262, -0.395], [0.577, -0.606, 0.489], [1.402, -1.006, 2.966], [-1.266, 3.594, 0.611], [2.279, 0.606, -4.666], [2.450, 0.156, -3.202], [3.634, -0.760, -2.883], [3.544, -1.937, -3.524], [3.636, -1.026, -1.551], [1.298, -0.399, -2.760], [2.634, 1.298, -2.465], [1.315, -0.089, -5.450], [1.665, -1.241, -6.140], [0.858, -2.453, -5.668], [1.072, -2.701, -4.360], [1.233, -3.550, -6.363], [2.990, -1.459, -6.091], [1.356, -1.023, -7.437], [1.881, 1.620, -4.611], [3.229, 0.703, -5.184], [4.583, -0.283, -3.140], [-0.211, -2.282, -5.820], [6.376, 4.755, -2.834], [6.002, 3.828, -4.007], [5.400, 2.469, -3.656], [6.252, 1.692, -2.961], [5.106, 1.794, -4.807], [7.069, 3.675, -4.820], [5.050, 4.486, -4.731], [7.743, 4.808, -2.448], [8.247, 3.910, -1.518], [9.358, 3.040, -2.111], [8.897, 2.311, -3.149], [9.811, 2.179, -1.172], [7.264, 3.174, -0.963], [8.786, 4.646, -0.523], [6.172, 5.762, -3.197], [5.716, 4.618, -1.977], [4.478, 2.583, -3.083], [10.186, 3.660, -2.459], [-2.437, -4.167, 4.364], [-1.588, -3.218, 3.496], [-1.340, -3.630, 2.044], [-0.648, -4.776, 1.950], [-0.601, -2.667, 1.434], [-0.417, -2.963, 4.118], [-2.267, -2.033, 3.442], [-1.752, -5.036, 5.253], [-1.321, -6.285, 4.825], [0.200, -6.424, 4.913], [0.812, -5.509, 4.133], [0.569, -7.649, 4.480], [-1.791, -6.569, 3.595], [-1.869, -7.189, 5.664], [-2.999, -3.511, 5.029], [-3.189, -4.695, 3.777], [-2.281, -3.737, 1.498], [0.539, -6.289, 5.942]],
  "atomic_forces_ev_per_a": [[0.3583, 0.3035, 0.0056], [-0.0625, -0.0601, -0.0252], [0.2706, -0.5977, -0.2419], [-0.0797, -0.1724, -0.3670], [-0.1896, 0.5831, 0.2079], [0.1174, 0.1565, 1.1898], [-0.3152, -0.1443, -0.8214], [-0.5286, 0.2521, 0.5147], [0.6005, -0.0990, 0.2754], [-0.5136, 0.0549, 0.2214], [1.0329, -0.2580, -0.7144], [-0.4916, -0.3583, 0.2746], [-0.3143, 0.1243, 0.1240], [-0.0725, 0.1792, -0.2205], [-0.0803, -0.0533, -0.2244], [0.1651, -0.0699, -0.2247], [0.2940, -0.0564, -0.0987], [-0.3418, 0.1006, 0.0967], [0.2718, -0.3847, -0.5417], [-0.1617, 0.5612, -0.3668], [0.2473, -0.2857, 0.4220], [-0.0355, 0.0808, -0.1467], [0.0572, 0.0275, -0.1662], [-0.1118, -0.0461, 0.1403], [-0.1002, -0.2484, 0.1029], [-0.2973, 0.2264, 0.9350], [0.8448, -0.8621, -0.7113], [0.1063, 0.5138, 0.1650], [-0.0072, -0.1841, -0.0509], [0.1002, -0.0291, -0.0951], [-0.4784, 0.3213, 0.1739], [-0.2142, 0.2144, 0.1396], [0.0388, 0.1830, 0.0735], [-0.0465, 0.0590, 0.2478], [-0.0244, 0.0156, -0.1032], [-0.0697, -0.1250, -0.1238], [-0.1752, 0.4769, -0.4288], [-0.6119, -0.2364, -0.4793], [0.4234, -0.0865, 0.3339], [-0.1693, 0.0735, -0.1112], [-0.1224, 0.1564, -0.0086], [0.1065, -0.0652, 0.0417], [0.2564, 0.0149, 0.0108], [0.1646, -0.7402, 0.4492], [0.3707, 0.9828, -0.1315], [-0.3059, -0.3754, 0.0794], [0.0920, 0.1398, -0.0175], [0.0634, 0.1612, -0.0707], [-0.1342, -0.2010, 0.0948], [-0.1343, -0.1810, 0.0346], [-0.0872, -0.0727, 0.1128], [0.0998, -0.3161, 0.1004], [-0.0354, 0.0456, -0.0417], [0.0477, 0.1004, -0.0724], [-0.1208, 0.6328, 0.2894], [0.7372, 0.2635, -0.1206], [-0.2213, -0.2241, -0.1123], [0.0955, 0.1043, 0.0278], [0.0829, 0.2163, 0.0541], [-0.0718, -0.1670, 0.0862], [-0.2418, -0.1154, 0.1783], [0.0465, -0.8844, -0.1491], [-0.6757, 0.7453, 0.1130], [0.4341, -0.2222, -0.1756], [-0.1597, 0.0827, 0.0514], [-0.1199, 0.1347, 0.0741], [0.1552, -0.1548, -0.1166], [0.1667, -0.1220, -0.0575], [0.0643, -0.0622, -0.1268], [0.0391, -0.2958, -0.0306], [-0.0022, 0.1124, 0.0088], [-0.0675, 0.0868, 0.0640], [-0.5660, -0.0416, 0.4157], [0.3236, -0.1615, 0.6304], [0.0668, 0.0632, -0.4463], [-0.0417, -0.0340, 0.2082], [-0.0432, 0.1490, 0.0854], [0.0220, -0.0484, -0.1800], [-0.1820, -0.0759, -0.2330], [0.6058, -0.0921, -0.6321], [-0.9138, 0.3173, 0.1225], [0.5143, -0.0801, 0.1166], [-0.1855, 0.0468, -0.0369], [-0.2011, 0.0215, 0.0201], [0.2410, 0.0098, -0.0069], [0.2018, -0.0346, 0.0201], [0.1406, 0.0693, 0.0063], [0.2221, -0.0654, -0.2077], [-0.0363, 0.0332, 0.0784], [-0.1267, -0.0071, 0.0189]],
  "lowdin_charge": [-0.17, -0.73, 0.98, -0.71, 0.97, -0.33, -0.01, 0.03, -0.04, 0.13, 0.08, 0.06, 0.04, 0.11, 0.13, 0.13, 0.14, 0.17, -0.03, -0.43, -0.30, 0.09, 0.10, 0.13, 0.12, 0.05, -0.53, -0.27, 0.12, 0.06, 0.13, 0.13, 0.11, 0.14, 0.17, 0.18, -0.04, -0.42, -0.29, 0.11, 0.09, 0.13, 0.09, 0.04, -0.53, -0.29, 0.10, 0.10, 0.16, 0.15, 0.15, 0.13, 0.16, 0.17, -0.04, -0.44, -0.30, 0.10, 0.08, 0.14, 0.11, 0.05, -0.53, -0.28, 0.10, 0.10, 0.15, 0.15, 0.15, 0.15, 0.16, 0.18, -0.05, -0.44, -0.30, 0.11, 0.08, 0.13, 0.09, 0.04, -0.53, -0.28, 0.10, 0.11, 0.15, 0.15, 0.15, 0.15, 0.17, 0.18]
}